C5H10N2O as an isolated structure, computed with ωB97M-V with the def2-TZVPD basis set.

Properties
multiplicity	1
LUMO level	0.41	eV

Geometry as XYZ:
```
18
Properties=species:S:1:pos:R:3:forces:R:3
C -0.7760 -1.0521 -1.5402 -0.46 0.15 0.54
C 0.6160 1.6502 -0.9418 -0.04 -0.25 -0.18
C -0.6378 -0.2701 1.4267 0.72 -0.86 -2.33
C 1.1073 0.5865 0.0194 1.02 2.05 1.98
N -1.4644 -1.0955 2.0176 -0.72 -0.22 0.38
C 0.3260 0.5909 1.3966 1.14 -0.43 -0.75
O -0.1068 -0.8215 -0.3226 -0.55 -0.38 0.79
N 2.3893 0.3698 0.0443 -1.04 -0.76 -0.68
H -2.4364 -1.1013 1.7328 0.18 0.11 0.14
H -1.1170 -1.9927 2.3362 0.06 0.18 -0.19
H 2.6515 -0.3075 0.7594 -0.05 0.26 0.19
H 0.7835 1.0571 2.2571 -0.38 0.39 0.07
H -0.0435 -1.1441 -2.3509 -0.04 -0.05 0.15
H -1.3592 -1.9772 -1.4698 0.07 -0.08 -0.17
H -1.4798 -0.2469 -1.7960 0.10 0.02 -0.04
H -0.4650 1.7891 -0.9011 0.05 -0.06 0.00
H 0.9083 1.3641 -1.9533 -0.04 0.05 0.02
H 1.1039 2.6009 -0.7143 -0.03 -0.12 0.06
```
Forces are in eV/Å.

Atomic partial charges in e from the natural (NBO) method, atoms 1 to 4: -0.245 -0.663 0.477 0.410



C22H27FeN3O2 as an isolated structure, computed with ωB97M-V with the def2-TZVPD basis set.

Properties
multiplicity	2
LUMO level (spin up / spin down)	2.99 / 2.99	eV
total charge	-1

Geometry as XYZ:
```
55
Properties=species:S:1:pos:R:3:forces:R:3
Fe -0.9774 0.0043 -0.1423 0.40 1.43 0.33
C -2.4207 0.6150 2.4068 -0.10 0.12 0.20
N -1.2922 1.3052 1.7596 -0.05 -0.34 -0.28
C -0.1356 1.2148 2.6696 0.16 -0.04 -0.06
C 1.2826 1.5592 2.1633 -0.11 0.17 0.01
C 1.7285 0.8215 0.8858 -0.41 0.03 0.34
N 0.8886 -0.3452 0.7583 -0.30 1.04 -0.96
C 1.3838 -1.4886 0.9165 0.31 -1.27 0.28
C 0.6247 -2.7257 0.9798 0.32 0.29 -0.18
C 1.3378 -3.9244 1.1080 0.04 -0.07 -0.01
C 0.7091 -5.1407 1.2429 -0.29 0.09 -0.01
C -0.7038 -5.1482 1.2624 0.32 -0.19 0.03
C -1.4300 -3.9955 1.1520 0.05 0.38 -0.03
C -0.8028 -2.7107 0.9917 -0.06 -0.46 0.14
O -1.5146 -1.6579 0.9212 0.01 0.11 -0.45
C -1.7015 2.6923 1.5281 -0.01 0.07 -0.06
C -0.8829 3.5000 0.5293 0.14 -0.03 0.15
C -1.1167 3.0824 -0.9062 -0.17 -0.19 0.00
N -0.4140 1.8571 -1.2396 -0.80 -0.52 1.17
C 0.3290 1.8974 -2.2563 0.82 -0.23 -1.06
C 1.0640 0.7961 -2.8541 -0.18 0.47 0.26
C 2.0380 1.1107 -3.8058 0.18 0.04 -0.13
C 2.7905 0.1445 -4.4301 -0.10 -0.30 0.12
C 2.5400 -1.2068 -4.0866 0.23 0.21 -0.22
C 1.5747 -1.5533 -3.1849 -0.31 0.09 0.22
C 0.7549 -0.5606 -2.5312 0.40 0.06 -0.32
O -0.1772 -0.8861 -1.7571 -0.58 -0.96 0.45
H -2.6650 1.0853 3.3756 0.03 0.04 -0.03
H -2.1801 -0.4334 2.5532 0.05 0.03 -0.01
H -3.2921 0.6607 1.7550 0.09 -0.02 -0.01
H -0.1198 0.1860 3.0257 0.05 -0.05 -0.05
H -0.3328 1.8494 3.5464 -0.03 0.04 0.09
H 1.9499 1.2912 2.9895 -0.05 -0.03 0.00
H 1.4024 2.6343 2.0198 0.01 0.00 0.11
H 2.7903 0.5680 0.9280 0.15 -0.08 0.09
H 1.5716 1.4606 0.0219 -0.02 -0.01 -0.08
H 2.4695 -1.5801 1.0584 0.04 -0.07 0.11
H 2.4258 -3.8762 1.1000 -0.08 0.01 0.00
H 1.2774 -6.0565 1.3326 -0.02 -0.02 0.00
H -1.2292 -6.0927 1.3678 0.02 0.00 0.00
H -2.5138 -4.0076 1.1632 0.02 0.00 0.00
H -1.7326 3.2250 2.4905 0.02 0.00 0.13
H -2.7277 2.6580 1.1566 0.02 0.02 -0.03
H 0.1884 3.4616 0.7449 -0.13 0.05 0.01
H -1.1860 4.5453 0.6366 -0.03 0.03 0.02
H -0.8318 3.8905 -1.5847 0.14 0.10 -0.12
H -2.1870 2.8984 -1.0436 0.03 -0.05 -0.07
H 0.4577 2.8610 -2.7683 0.00 0.03 -0.07
H 2.2028 2.1600 -4.0462 -0.02 -0.05 0.02
H 3.5440 0.4099 -5.1577 0.04 -0.04 -0.04
H 3.1281 -1.9926 -4.5569 -0.04 0.08 0.03
H 1.3783 -2.5900 -2.9303 0.01 0.06 -0.03
C -2.7497 0.3421 -0.8878 -0.24 0.18 -0.04
H -3.0311 0.1375 -1.9347 -0.01 0.01 0.21
H -3.4843 1.0474 -0.4368 0.04 -0.25 -0.19
```
Forces are in eV/Å.

Atomic partial charges in e from the natural (NBO) method, atoms 1 to 4: 0.919 -0.420 -0.442 -0.214



A 2-piece molecular cluster, C11H17BClF4O2PS2 overall, computed with ωB97M-V with the def2-TZVPD basis set.

Properties
multiplicity	1
LUMO level	-2.56	eV

Geometry as XYZ:
```
39
Properties=species:S:1:pos:R:3:forces:R:3
O 5.9651 -0.8022 -0.9395 -2.37 2.24 2.78
S 5.3641 -0.1610 0.2964 3.08 -4.16 -0.32
O 5.6348 -1.0028 1.5244 -1.37 3.02 -2.77
Cl 6.2586 1.7323 0.4349 -1.32 -1.34 0.12
C 3.5092 0.0587 0.1254 -1.32 0.68 0.57
C 2.7188 -1.3279 0.2730 -0.23 -0.60 -0.25
C 1.5514 -1.5221 -0.8393 0.40 0.26 0.00
C 0.2845 -0.5334 -0.5641 0.68 -0.26 -0.09
P -1.2269 -0.9795 -1.6691 1.47 -2.02 1.55
S -0.4711 -2.4481 -3.0705 -0.55 0.13 0.41
C -2.5227 -1.8816 -0.6396 -1.04 0.02 1.07
C -3.7879 -1.0017 -0.2203 -3.49 1.54 1.10
C -3.9361 0.5298 -0.3925 -2.82 -2.45 1.75
C -5.2534 1.2096 0.1333 -0.14 -2.85 0.68
C -6.4049 0.4073 0.8105 2.96 -1.86 -1.25
C -6.2812 -1.1338 0.9462 3.44 2.12 -1.82
C -4.9820 -1.7915 0.4361 -0.44 2.51 -0.15
H 3.1479 0.7451 0.9801 1.01 -0.82 -1.39
H 3.2525 0.5695 -0.8665 0.83 -0.69 1.34
H 3.4201 -2.2441 0.1873 -1.06 1.61 0.10
H 2.2003 -1.3971 1.2985 1.03 0.18 -1.44
H 1.2518 -2.6364 -0.7613 0.29 1.90 -0.20
H 1.9431 -1.2966 -1.9038 -0.51 -0.57 1.80
H 0.0168 -0.6589 0.5417 0.00 0.54 -1.61
H 0.5612 0.5461 -0.8440 -0.39 -1.53 0.71
H -1.6930 0.1882 -2.3468 0.12 -0.83 0.02
H -0.1976 -3.5249 -2.2060 -0.49 1.43 -0.45
H -2.8570 -2.8696 -1.1401 0.58 1.84 0.44
H -1.9990 -2.2064 0.3402 -0.49 0.62 -1.59
H -3.1091 1.1389 -0.8867 -1.43 -0.73 0.88
H -5.4122 2.3489 0.0665 0.55 -2.10 -0.03
H -7.3514 0.9184 1.2171 1.81 -0.72 -0.86
H -7.0941 -1.7933 1.3992 1.31 1.19 -0.71
H -4.9006 -2.9362 0.5533 -0.01 2.06 -0.28
B 4.4797 5.1525 1.5460 0.18 0.39 0.24
F 4.3274 4.5605 2.8439 0.05 0.25 -0.92
F 4.0192 6.5086 1.5817 0.28 -1.03 -0.08
F 5.8665 5.1276 1.1674 -0.98 -0.16 0.18
F 3.7072 4.4073 0.5869 0.38 0.22 0.47
```
Forces are in eV/Å.

Atomic partial charges in e from the natural (NBO) method, atoms 1 to 4: -0.891 1.931 -0.877 -0.090



C21H29AsF6N4OS5Ti as an isolated structure, computed with ωB97M-V with the def2-TZVPD basis set.

Properties
multiplicity	1
LUMO level	-1.08	eV

Geometry as XYZ:
```
68
Properties=species:S:1:pos:R:3:forces:R:3
Ti -0.3490 0.3545 -0.2748 -0.22 0.73 2.78
S -0.2883 -0.4913 1.8989 0.09 0.57 -0.41
C -1.7836 0.3003 2.4128 -0.25 -0.40 -0.09
C -1.9120 0.8320 3.6860 0.02 -0.04 0.01
C -3.0950 1.4490 4.0529 0.05 0.01 0.03
C -4.1558 1.5130 3.1630 -0.10 0.01 -0.02
C -4.0354 0.9971 1.8861 0.06 -0.04 0.10
C -2.8416 0.4056 1.4994 0.07 -0.28 0.09
S -2.6199 -0.2101 -0.1329 0.18 0.38 0.12
H -1.0765 0.7654 4.3652 0.07 0.04 0.15
H -3.1850 1.8978 5.0295 -0.02 -0.01 0.15
H -5.0767 1.9897 3.4590 -0.11 0.08 0.03
H -4.8375 1.0781 1.1681 -0.09 0.02 -0.01
C 2.1604 -1.5164 -0.4814 0.13 -0.52 -0.18
N 2.0705 -0.1151 -0.0413 -0.30 -0.13 -0.33
C 2.7003 0.7346 -1.0606 0.16 0.32 -0.53
C 2.8730 -0.0114 1.2029 -0.10 0.33 0.62
C 2.5292 1.0944 2.2113 0.03 -0.06 -0.06
N 2.3044 2.4310 1.6917 0.25 -0.08 0.22
C 1.5956 3.2063 2.6975 -0.02 -0.04 0.00
C 3.5338 3.1226 1.3401 -0.13 -0.07 -0.02
H 1.7391 -1.6460 -1.4792 -0.01 0.10 0.14
H 1.6196 -2.1633 0.2135 0.05 0.08 -0.06
H 3.2028 -1.8580 -0.5272 0.02 0.13 0.04
H 3.7813 0.5420 -1.1224 -0.10 -0.05 0.13
H 2.5349 1.7826 -0.8039 0.02 -0.14 -0.12
H 2.2896 0.5257 -2.0541 0.02 0.07 0.31
H 3.9348 0.0582 0.9151 -0.23 -0.13 -0.02
H 2.7440 -0.9411 1.7651 0.07 0.01 -0.12
H 3.3502 1.0936 2.9536 -0.04 -0.04 0.01
H 1.6173 0.7953 2.7343 0.31 0.14 -0.08
H 0.6044 2.7821 2.8535 0.03 0.06 0.13
H 2.1313 3.2230 3.6605 0.05 0.05 -0.02
H 1.4823 4.2280 2.3417 -0.09 0.08 0.03
H 4.1767 3.3118 2.2148 0.01 -0.06 0.01
H 3.2737 4.0825 0.8952 0.08 0.04 -0.06
H 4.0991 2.5489 0.6104 0.11 -0.04 -0.05
N -1.9566 -3.0022 1.2676 -0.30 -0.01 0.35
C -1.1060 -3.4519 0.3436 0.16 -0.72 -0.10
N -0.7872 -2.8349 -0.7448 -0.35 0.52 0.01
C -0.0843 -3.6542 -1.5995 0.21 -0.79 0.04
C 0.2577 -3.3848 -2.9224 -0.18 0.22 -0.02
C 0.9088 -4.3520 -3.6651 0.04 0.01 -0.02
C 1.2566 -5.5770 -3.1087 0.05 -0.02 -0.11
C 0.9224 -5.8706 -1.7998 0.04 -0.05 0.00
C 0.2386 -4.9214 -1.0685 -0.03 0.24 -0.01
S -0.4257 -5.0835 0.5367 -0.01 0.30 -0.15
H -2.0326 -3.4655 2.1543 0.00 0.05 0.01
H -2.3168 -2.0612 1.1596 0.03 -0.24 0.01
H -0.0380 -2.4512 -3.3855 0.03 -0.04 0.08
H 1.1294 -4.1590 -4.7046 0.07 0.05 -0.06
H 1.7666 -6.3102 -3.7140 0.06 -0.10 -0.02
H 1.1638 -6.8258 -1.3654 0.05 -0.20 0.04
F -0.2782 -0.4701 -1.9938 -0.11 0.01 -1.28
As -0.6291 0.8959 -3.2529 0.59 0.71 -2.55
F -2.0081 1.3393 -2.3120 0.63 -0.25 -0.49
F -1.5857 -0.2173 -4.1710 0.67 0.41 0.71
F -0.8352 2.1983 -4.3638 0.05 -0.47 0.68
F 0.3837 1.8415 -2.1234 -0.72 -0.98 -0.45
F 0.8430 0.3903 -4.0629 -0.95 0.06 0.71
C -2.0489 4.5540 -2.4188 -0.38 0.29 -0.28
O -1.2573 3.7575 -1.5508 0.18 0.14 0.34
C -1.7463 3.4256 -0.3660 -0.39 0.33 -0.53
S -3.1832 3.8919 0.2467 0.00 -0.02 -0.02
S -0.6123 2.4993 0.5816 0.38 -0.49 0.12
H -1.3709 4.9586 -3.1693 -0.02 -0.12 0.10
H -2.5397 5.3531 -1.8583 0.08 -0.07 -0.11
H -2.8082 3.9294 -2.8980 0.05 0.08 0.08
```
Forces are in eV/Å.

Atomic partial charges in e from the natural (NBO) method, atoms 1 to 4: 1.256 -0.133 -0.193 -0.222



Number 1: maximum force 3.03 eV Å⁻¹, DFT total energy -10370.3207 eV. Number 2: maximum force 1.52 eV Å⁻¹, DFT total energy -66203.6740 eV. Number 3: maximum force 5.19 eV Å⁻¹, DFT total energy -70803.2599 eV. Number 4: maximum force 2.88 eV Å⁻¹, DFT total energy -184695.5845 eV.